Molecular formula: C47H118N22O15
Method: DFT, the ωB97M-V functional and the def2-TZVPD basis

calculated total energy	-114146.47503	eV
LUMO	-0.0066	Eh
orbital gap	0.294	Ha
HOMO level	-8.18	eV

Geometry as XYZ:
```
202
Properties=species:S:1:pos:R:3:mulliken_charge:R:1
C 0.56 -2.74 5.08 -2.19
C 2.07 -3.12 4.99 1.59
C 2.32 -3.12 3.46 0.40
C 3.75 -2.95 3.02 -0.52
C 4.35 -1.68 3.59 -0.67
C 4.28 -1.68 5.14 1.79
N 2.92 -2.04 5.63 0.69
O 2.78 -1.99 7.01 -0.54
C 5.49 -2.57 5.56 -1.87
C 4.58 -0.24 5.52 -2.05
C 2.38 -4.56 5.57 -1.79
H 0.28 -2.64 6.13 0.60
H -0.14 -3.45 4.62 0.37
H 0.27 -1.77 4.67 0.44
H 1.94 -4.02 2.97 0.73
H 1.73 -2.32 3.01 -1.11
H 3.93 -2.89 1.95 -0.28
H 4.20 -3.91 3.30 0.42
H 3.80 -0.87 3.12 -0.36
H 5.35 -1.58 3.15 0.68
H 5.50 -2.63 6.65 0.46
H 5.32 -3.64 5.41 0.28
H 6.41 -2.14 5.17 0.42
H 3.69 0.36 5.31 0.43
H 4.74 -0.20 6.60 0.45
H 5.49 0.22 5.15 0.33
H 1.52 -5.20 5.38 0.45
H 2.40 -4.49 6.66 0.42
H 3.30 -4.99 5.17 0.29
H 2.35 -1.16 7.21 0.32
C -1.10 -0.68 2.51 -2.69
C -0.71 0.10 1.24 3.88
C 0.84 0.09 1.06 -1.62
C 1.30 0.68 -0.27 2.32
C 0.59 0.07 -1.53 -1.51
C -0.98 -0.02 -1.36 2.71
N -1.37 -0.51 0.00 0.59
O -2.75 -0.48 0.11 -0.17
C -1.57 1.38 -1.81 -0.06
C -1.38 -1.07 -2.41 -2.41
C -1.20 1.57 1.45 -1.29
H -2.17 -0.58 2.68 -0.43
H -0.52 -0.16 3.27 1.02
H -0.70 -1.67 2.74 0.13
H 1.39 0.52 1.90 0.83
H 1.13 -0.96 1.00 -0.23
H 2.36 0.50 -0.43 -2.42
H 1.21 1.77 -0.21 0.31
H 1.15 -0.85 -1.73 0.59
H 0.84 0.80 -2.29 -0.49
H -2.53 1.65 -1.37 0.07
H -0.81 2.12 -1.56 -0.55
H -1.70 1.46 -2.89 0.04
H -1.39 -0.60 -3.39 0.02
H -0.74 -1.94 -2.43 0.39
H -2.38 -1.48 -2.24 0.48
H -0.77 1.77 2.43 0.77
H -2.26 1.82 1.56 0.08
H -0.78 2.30 0.77 -0.54
H -2.84 0.47 0.01 0.07
C -4.93 -4.85 -6.09 -1.92
C -4.04 -3.89 -5.26 1.71
C -3.40 -4.75 -4.14 -1.36
C -2.17 -5.64 -4.40 -0.80
C -1.15 -4.65 -5.00 -1.39
C -1.67 -3.96 -6.28 1.50
N -2.94 -3.25 -5.99 1.06
O -3.32 -2.55 -7.04 -0.49
C -0.56 -2.95 -6.45 -2.00
C -1.63 -4.96 -7.45 -1.79
C -4.93 -2.88 -4.63 -1.49
H -4.55 -5.84 -6.35 0.28
H -5.08 -4.25 -6.99 0.42
H -5.92 -5.00 -5.65 0.51
H -3.08 -4.10 -3.33 0.24
H -4.16 -5.41 -3.71 0.38
H -2.41 -6.45 -5.09 0.39
H -1.77 -6.11 -3.50 0.47
H -0.30 -5.26 -5.31 0.54
H -0.89 -3.98 -4.18 0.17
H 0.37 -3.51 -6.47 0.55
H -0.58 -2.37 -7.38 0.42
H -0.58 -2.25 -5.62 0.17
H -1.85 -4.40 -8.36 0.54
H -0.60 -5.27 -7.56 0.43
H -2.27 -5.84 -7.33 0.28
H -5.94 -3.26 -4.49 0.36
H -4.99 -1.96 -5.21 0.27
H -4.47 -2.55 -3.70 0.19
H -3.30 -3.26 -7.69 0.38
C 4.15 4.83 2.50 -1.71
C 3.34 5.92 3.28 1.94
C 3.25 7.29 2.57 -1.50
C 2.34 7.34 1.22 -0.65
C 0.93 6.93 1.67 -1.44
C 0.84 5.65 2.52 2.59
N 1.90 5.57 3.58 0.11
O 1.85 4.44 4.43 -0.46
C -0.55 5.89 3.17 -2.26
C 0.84 4.46 1.60 -1.60
C 4.16 6.05 4.58 -2.09
H 5.09 5.25 2.14 0.48
H 3.71 4.60 1.53 0.21
H 4.29 3.94 3.12 0.50
H 2.94 8.06 3.28 0.44
H 4.23 7.64 2.25 0.49
H 2.65 6.66 0.43 0.28
H 2.37 8.37 0.87 0.44
H 0.33 6.78 0.77 0.21
H 0.48 7.82 2.11 0.58
H -1.49 5.92 2.61 0.40
H -0.92 5.10 3.83 0.39
H -0.60 6.78 3.79 0.46
H 1.61 4.48 0.82 0.07
H 0.88 3.48 2.09 0.07
H -0.15 4.40 1.15 0.48
H 5.10 6.54 4.33 0.39
H 4.28 5.17 5.22 0.30
H 3.62 6.79 5.19 0.52
H 2.06 3.70 3.86 0.29
C -4.09 -4.15 5.16 -0.84
C -3.88 -3.41 3.78 0.68
O -4.07 -4.22 2.65 -0.59
O -5.43 -4.54 5.29 -0.54
H -3.90 -3.48 6.00 0.35
H -3.34 -4.92 5.32 0.39
H -2.87 -3.00 3.85 -0.20
H -4.61 -2.60 3.75 0.06
H -4.98 -4.51 2.64 0.30
H -5.88 -3.73 5.55 0.32
C 3.66 0.42 -4.31 0.77
O 3.37 1.46 -3.75 -0.86
N 2.95 -0.16 -5.22 -0.31
N 4.69 -0.31 -3.92 -0.40
H 2.01 0.15 -5.42 0.06
H 3.27 -1.06 -5.55 0.17
H 5.23 -0.08 -3.09 0.14
H 4.89 -1.12 -4.48 0.13
C 4.84 1.99 0.41 0.28
O 4.12 1.72 1.29 -0.23
N 4.54 1.91 -0.83 0.16
N 6.11 2.31 0.53 -0.38
H 3.55 1.77 -1.00 0.00
H 5.20 2.10 -1.58 0.15
H 6.73 2.57 -0.22 0.13
H 6.49 2.61 1.42 0.29
C 0.28 2.31 -5.01 0.57
O 0.23 1.14 -5.24 -0.74
N -0.59 3.23 -5.28 -0.23
N 1.19 2.86 -4.28 0.16
H -1.45 2.86 -5.65 0.26
H -0.47 4.16 -4.89 0.13
H 1.36 3.82 -4.04 0.44
H 1.92 2.21 -4.01 -0.26
C -5.89 0.99 0.13 0.53
O -6.23 1.57 -0.91 -0.78
N -5.77 -0.27 0.22 -0.20
N -5.75 1.66 1.29 -0.24
H -6.06 -0.72 -0.64 0.19
H -5.48 -0.79 1.04 0.11
H -5.57 1.21 2.18 0.20
H -5.84 2.66 1.23 0.18
C 5.07 -2.37 -0.69 0.62
O 6.01 -3.14 -0.82 -0.75
N 3.82 -2.75 -0.77 -0.25
N 5.13 -1.19 -0.20 0.15
H 3.11 -2.04 -0.65 -0.06
H 3.55 -3.72 -0.79 0.19
H 6.03 -0.77 0.00 0.16
H 4.31 -0.60 -0.24 -0.32
C -1.02 -4.09 0.65 0.16
O -0.95 -5.32 0.78 -0.79
N -0.13 -3.32 0.14 0.14
N -2.07 -3.37 1.04 0.21
H 0.83 -3.63 0.05 -0.06
H -0.41 -2.37 -0.05 -0.10
H -2.09 -2.37 0.88 -0.04
H -2.82 -3.87 1.48 0.21
C -0.32 5.61 -2.67 0.47
O 0.79 5.22 -3.13 -0.80
N -1.20 4.71 -2.24 -0.32
N -0.73 6.83 -2.41 -0.41
H -2.13 4.95 -1.92 0.24
H -0.78 3.79 -2.19 0.48
H -0.09 7.60 -2.53 0.29
H -1.55 7.09 -1.87 0.16
C -5.10 0.37 4.58 0.78
O -5.57 0.02 3.50 -0.73
N -5.73 0.47 5.75 -0.53
N -3.91 0.82 4.77 -0.32
H -6.55 -0.12 5.84 0.28
H -5.15 0.58 6.57 0.19
H -3.54 1.32 5.56 0.20
H -3.26 0.84 3.99 0.13
C -3.26 0.96 -6.02 0.63
O -3.14 2.10 -5.64 -0.78
N -2.26 0.14 -6.05 0.10
N -4.34 0.41 -6.50 -0.32
H -1.36 0.55 -5.86 -0.03
H -2.36 -0.86 -6.09 0.12
H -4.24 -0.44 -7.05 0.14
H -5.25 0.85 -6.44 0.22
```